# 1
DFT (ωB97M-V/def2-TZVPD) results for 2 unconnected molecules or ions with the total composition C5H9NO.

For the energy above the lowest of the compared OMol25 structures with the same formula, charge and spin, the calculation gives 492.15 kJ/mol. As for the lowest unoccupied orbital energy: -0.391 eV. The orbital gap is 8.51 eV. Its HOMO energy is -8.91 eV. As for the SMILES: CC1=C(N=O)CC1.[H][H].

```
16
Properties=species:S:1:pos:R:3:forces:R:3
O -1.014 -0.170 -2.753 0.317 -0.013 0.202
N -0.097 -0.170 -1.951 -0.393 -0.045 -0.070
C -1.147 -0.142 1.356 -0.004 0.014 0.167
C -0.547 -0.190 -0.619 0.071 0.000 0.039
C -1.918 -0.220 0.000 -0.232 -0.021 -0.112
C 1.537 -0.011 0.982 0.077 -0.012 -0.080
C 0.129 -0.139 0.545 0.080 0.075 -0.053
H 1.789 -0.791 1.710 -0.050 0.121 -0.099
H 1.660 0.957 1.483 0.050 -0.156 -0.039
H 2.166 0.844 -2.404 0.108 -0.038 0.070
H 2.229 -0.064 0.140 -0.075 0.008 0.110
H -1.278 -0.997 2.029 0.023 0.124 -0.108
H -2.474 -1.146 -0.165 -0.004 0.141 0.053
H 2.817 0.813 -2.044 0.041 0.089 -0.087
H -1.298 0.786 1.920 -0.063 -0.143 -0.053
H -2.553 0.641 -0.229 0.054 -0.144 0.060
```
Forces are in eV/Å.



# 2
DFT (ωB97M-V/def2-TZVPD) results for 2 unconnected molecules or ions with the total composition C7H5NOS in a non-equilibrium geometry.

For the energy above the lowest of the compared OMol25 structures with the same formula, charge and spin, the calculation gives 0.00 kJ/mol. As for the lowest unoccupied orbital energy (alpha / beta): 0.574 / -3.333 eV. The orbital gap (alpha / beta) is 8.28 / 5.85 eV. As for the spin multiplicity: 3. Its HOMO energy (alpha / beta) is -7.70 / -9.19 eV.

```
15
Properties=species:S:1:pos:R:3:forces:R:3
S 0.239 -1.921 -1.039 0.768 -1.114 -0.990
O -0.664 1.780 1.842 0.013 0.390 0.012
N -2.203 1.643 -1.575 -0.321 1.205 -1.856
C -1.955 0.247 0.498 -1.870 -0.186 1.966
C 2.245 -0.376 -0.639 1.345 -1.577 1.427
C 1.939 -1.616 -1.112 -0.960 1.005 -0.195
C -2.219 1.028 -0.610 1.043 -0.889 1.439
C 1.145 0.308 -0.129 0.045 0.616 -1.418
C 0.051 -0.468 -0.316 -0.483 0.989 0.444
C -1.443 0.877 1.783 -1.883 -2.228 0.828
H 2.696 -2.174 -1.533 1.083 -1.970 -0.577
H -1.919 0.348 2.771 1.109 1.039 -1.926
H 1.205 1.363 -0.031 -0.485 0.696 0.782
H 3.285 -0.257 -0.356 0.072 0.880 -0.522
H -2.404 -0.780 0.445 0.525 1.146 0.585
```
Forces are in eV/Å.



# 3
DFT (ωB97M-V/def2-TZVPD) results for a molecular structure, C17H8BrO5RuS5.

For the energy above the lowest of the compared OMol25 structures with the same formula, charge and spin, the calculation gives 0.00 kJ/mol. As for the lowest unoccupied orbital energy (alpha / beta): 2.504 / 0.406 eV. The orbital gap (alpha / beta) is 7.58 / 5.96 eV. As for the spin multiplicity: 5. Its HOMO energy (alpha / beta) is -5.08 / -5.56 eV. As for the net charge: -1.

```
37
Properties=species:S:1:pos:R:3:forces:R:3
Ru 0.281 -0.044 1.167 -0.148 0.306 -0.034
Br -0.050 -1.474 -1.928 -0.026 -0.072 0.074
S 0.805 -1.758 2.563 0.014 -0.160 0.053
S -2.319 4.015 2.712 0.028 -0.013 0.067
S -1.695 4.334 -0.141 0.052 0.001 -0.030
S -0.006 1.943 -0.284 0.017 0.062 -0.021
S -0.729 1.553 3.005 -0.030 0.010 0.038
O -3.659 -1.140 0.320 0.072 0.044 -0.007
O -3.116 6.058 1.250 0.003 -0.004 0.016
O 4.340 0.393 1.469 -0.024 -0.040 -0.067
O -1.553 -0.742 0.872 -0.128 0.020 -0.221
O 2.154 0.498 1.160 0.172 -0.027 -0.048
C -1.404 0.492 -3.419 0.036 -0.032 -0.011
C 3.228 -1.672 1.210 0.058 -0.059 -0.079
C -1.437 -0.208 -2.222 0.019 0.034 -0.018
C -0.999 2.935 0.644 -0.037 -0.008 0.035
C 3.275 -0.168 1.305 -0.004 0.082 0.164
C 4.399 -3.663 0.493 0.013 -0.019 -0.002
C -2.565 -0.680 0.059 -0.098 -0.119 0.128
C 2.184 -2.458 1.710 0.037 0.068 0.003
C -2.498 5.029 1.276 -0.038 -0.041 -0.033
C 4.330 -2.287 0.619 -0.042 0.024 0.006
C -2.411 0.038 -1.266 0.048 -0.036 0.007
C -3.362 1.016 -1.546 -0.024 0.008 0.043
C -1.297 2.774 2.008 0.037 -0.011 -0.022
C 2.273 -3.847 1.599 -0.016 -0.005 0.005
C -3.322 1.748 -2.717 0.003 0.025 -0.043
C -2.342 1.480 -3.663 -0.013 -0.006 0.010
C 3.363 -4.444 0.991 0.013 -0.027 -0.006
H 3.403 -5.523 0.905 0.004 0.002 -0.004
H 5.133 -1.651 0.270 0.007 -0.007 -0.001
H 1.467 -4.452 1.994 -0.008 0.007 0.000
H -4.134 1.196 -0.808 -0.002 -0.012 0.000
H -2.305 2.038 -4.589 0.010 0.001 -0.002
H -0.631 0.272 -4.142 0.000 0.007 0.003
H -4.055 2.525 -2.894 -0.003 -0.004 -0.003
H 5.255 -4.125 0.018 -0.002 0.001 0.000
```
Forces are in eV/Å.



# 4
DFT (ωB97M-V/def2-TZVPD) results for 2 unconnected molecules or ions with the total composition C3H5N3 in a non-equilibrium geometry.

For the energy above the lowest of the compared OMol25 structures with the same formula, charge and spin, the calculation gives 228.14 kJ/mol. As for the lowest unoccupied orbital energy: 0.722 eV. The orbital gap is 10.53 eV. Its HOMO energy is -9.81 eV. As for the SMILES: CN=C=N.C#N.

```
11
Properties=species:S:1:pos:R:3:forces:R:3
N 2.403 1.129 -0.535 -0.403 -0.320 0.253
N -0.160 -0.183 0.202 -2.024 1.362 -0.048
N -2.282 0.962 0.099 -0.633 0.976 0.182
C 0.236 -1.528 -0.090 0.089 -0.158 -0.430
C -1.175 0.480 0.007 1.534 -2.915 0.521
C 1.575 1.289 0.252 0.996 1.608 0.289
H 1.120 -1.492 -0.729 0.007 -0.095 0.059
H -2.649 1.691 -0.485 0.048 0.067 -0.313
H -0.549 -2.095 -0.594 0.022 -0.002 0.027
H 0.981 1.767 1.025 0.377 -0.535 -0.456
H 0.501 -2.021 0.847 -0.013 0.013 -0.084
```
Forces are in eV/Å.



# 5
DFT (ωB97M-V/def2-TZVPD) results for 9 unconnected molecules or ions with the total composition C32H87N13O13 in a non-equilibrium geometry.

For the energy above the lowest of the compared OMol25 structures with the same formula, charge and spin, the calculation gives 423.05 kJ/mol. As for the lowest unoccupied orbital energy: 0.264 eV. The orbital gap is 8.37 eV. Its HOMO energy is -8.10 eV. As for the SMILES: COC[C@H](C)N.COCCNCCOC.COCCNCCOC.COCCNCCOC.COCCNCCOC.NC(N)=O.NC(N)=O.NC(N)=O.NC(N)=O.

```
145
Properties=species:S:1:pos:R:3:forces:R:3
O 14.927 39.635 -12.479 -1.656 -0.318 -0.294
O 18.319 38.034 -16.580 -0.796 -0.008 -0.296
O 25.106 39.359 -7.279 -0.199 0.470 0.672
O 15.691 46.736 -12.066 -0.520 -1.053 1.321
O 14.170 45.374 -18.249 -1.983 0.122 -0.638
O 18.840 42.487 -11.519 -0.309 0.290 0.120
O 30.254 41.703 -11.125 0.293 1.148 -0.034
O 12.557 39.548 -5.211 1.092 0.543 1.027
O 24.304 44.699 -7.040 0.289 -0.373 1.221
O 15.623 31.775 -14.890 2.035 -0.106 -0.507
O 15.878 42.132 -5.811 0.133 0.190 -0.246
O 8.091 39.537 -10.731 0.494 -0.118 1.146
O 9.667 33.846 -15.283 -0.521 2.911 0.903
N 11.647 39.873 -7.260 -0.096 1.863 -2.229
N 10.450 31.774 -15.008 2.125 -1.891 2.924
N 23.217 41.626 -6.651 -0.284 1.244 2.564
N 18.072 34.568 -15.136 -1.613 -0.692 -2.398
N 26.605 41.295 -10.296 -0.330 -1.036 -0.880
N 16.032 41.666 -7.977 -2.781 -3.871 -5.440
N 16.266 42.291 -12.592 -0.808 0.654 -0.906
N 11.609 37.932 -6.391 -1.786 -5.955 -1.065
N 9.535 32.277 -16.811 -2.452 -1.401 -7.754
N 8.204 41.598 -11.600 1.576 4.439 0.723
N 15.702 47.464 -15.702 0.855 0.918 -1.544
N 17.385 43.095 -7.173 2.894 2.473 1.450
N 7.390 39.940 -12.754 -1.376 -0.807 -2.996
C 15.436 46.751 -14.487 -0.715 -0.866 0.605
C 20.075 43.099 -11.163 0.227 -0.450 -0.417
C 16.971 33.674 -15.689 0.789 -1.066 -0.191
C 28.232 41.974 -8.771 0.793 0.484 -1.306
C 16.262 47.280 -10.856 0.140 1.246 -1.540
C 15.561 46.682 -16.991 -0.978 0.590 2.135
C 7.928 40.332 -11.642 0.153 -2.592 2.244
C 14.874 41.974 -12.927 1.035 -0.019 -0.133
C 17.290 41.307 -12.932 0.181 0.072 0.578
C 12.869 44.979 -18.706 0.459 -1.022 -0.054
C 24.114 40.832 -5.700 -2.150 0.147 -2.855
C 16.960 32.096 -15.430 -1.038 1.946 0.698
C 25.511 38.079 -7.592 -0.827 -2.025 -1.518
C 23.938 43.965 -5.846 -0.206 -0.440 -0.121
C 31.057 41.366 -12.284 -1.652 -0.087 1.405
C 12.045 39.126 -6.212 -0.231 3.117 1.322
C 24.042 39.419 -6.282 3.021 0.772 0.636
C 14.252 40.852 -12.147 0.312 -0.313 0.048
C 15.644 47.562 -13.190 0.861 1.250 -0.143
C 14.083 46.363 -17.246 1.365 -0.565 -0.198
C 29.046 40.991 -10.996 -0.675 0.592 -0.178
C 22.825 42.956 -6.073 0.278 -0.532 -1.139
C 17.725 35.995 -15.462 0.328 -0.520 1.840
C 18.751 41.808 -12.801 -0.330 0.993 1.080
C 19.152 38.788 -17.497 0.972 -2.211 1.764
C 16.401 42.248 -6.918 -0.124 1.537 4.073
C 18.558 36.621 -16.565 0.295 -0.139 0.299
C 27.932 41.866 -10.238 0.786 -1.407 -1.004
C 25.186 45.781 -6.722 -0.218 -0.185 -0.021
C 15.629 31.952 -13.494 -0.435 0.406 0.333
C 9.894 32.761 -15.709 0.597 -0.069 3.613
C 14.095 38.483 -12.359 0.745 -0.674 -0.295
H 17.733 43.520 -6.326 0.324 0.088 -0.357
H 31.925 42.025 -12.277 0.166 -0.585 0.220
H 23.593 41.753 -7.580 0.513 -0.146 0.097
H 19.442 40.966 -12.854 0.010 -0.253 0.149
H 14.339 40.967 -11.066 0.013 0.371 0.235
H 13.617 38.366 -11.386 0.347 0.095 0.334
H 17.896 43.245 -8.032 -0.419 -0.264 0.178
H 15.575 32.973 -13.117 0.335 0.784 -0.653
H 11.529 37.196 -5.703 0.489 0.597 0.127
H 29.302 42.176 -8.820 0.030 0.443 1.279
H 26.178 45.487 -6.377 -0.054 -0.581 0.443
H 13.551 47.255 -17.578 -0.125 0.155 -0.217
H 20.011 43.977 -10.520 -0.983 -0.399 0.657
H 17.789 31.827 -14.775 -0.221 -0.269 0.453
H 23.576 44.561 -5.008 0.073 1.012 -0.279
H 7.245 38.941 -12.773 -0.081 0.297 -0.814
H 16.060 45.860 -14.412 0.258 0.054 0.026
H 16.075 48.349 -10.757 -0.212 0.431 -0.481
H 22.067 43.427 -6.699 -0.063 -0.125 -0.253
H 14.204 42.831 -12.863 0.347 0.420 0.363
H 13.190 40.889 -12.387 -0.288 -0.679 -0.163
H 12.308 44.457 -17.931 0.089 -0.046 0.411
H 25.440 46.379 -7.598 -0.714 -0.091 -0.243
H 18.295 34.359 -14.174 -0.400 0.398 0.018
H 24.404 38.870 -5.413 -0.416 -1.199 -0.237
H 16.555 31.558 -13.076 -0.324 -0.596 0.383
H 20.617 43.598 -11.967 0.033 -0.664 -0.832
H 18.339 36.055 -17.470 -0.399 0.563 -0.715
H 24.686 37.541 -8.059 -0.556 -0.198 -0.090
H 16.971 33.621 -16.778 0.516 1.085 -0.201
H 26.604 40.617 -11.045 -0.490 0.101 -0.732
H 10.648 30.902 -15.478 -0.133 0.129 0.659
H 8.178 42.173 -12.431 -0.005 -0.117 0.292
H 17.163 40.392 -12.354 0.384 -0.037 0.550
H 27.914 42.809 -10.786 0.213 0.255 0.289
H 13.583 45.986 -16.354 -0.093 -0.186 0.085
H 29.233 40.020 -10.537 -0.079 -0.182 0.619
H 26.251 37.986 -8.388 0.387 0.995 0.087
H 19.600 36.351 -16.394 0.405 0.473 0.308
H 16.663 36.120 -15.674 -0.112 -0.208 -0.178
H 15.002 48.416 -12.971 -1.268 -0.202 -0.448
H 7.491 40.588 -13.523 -0.448 -1.038 -0.464
H 24.692 46.384 -5.961 0.223 0.338 0.025
H 17.871 36.527 -14.522 0.190 0.467 -0.122
H 19.159 39.869 -17.354 -1.205 -0.141 -0.316
H 15.017 48.205 -15.726 0.084 0.406 -0.268
H 28.021 40.988 -8.357 0.191 0.196 0.450
H 13.029 44.245 -19.496 0.049 0.123 -0.076
H 20.123 38.535 -17.073 0.816 -0.023 -0.824
H 15.971 34.042 -15.460 -0.045 0.040 0.475
H 19.032 38.336 -18.482 0.082 0.785 -0.297
H 10.263 31.761 -14.016 0.441 -0.026 -0.213
H 17.100 40.904 -13.927 0.078 0.501 -0.404
H 28.708 40.735 -12.001 -0.530 0.153 -0.294
H 17.340 47.214 -11.000 0.155 -0.367 0.740
H 23.065 39.152 -6.684 0.132 -0.049 0.163
H 14.417 46.375 -14.583 -0.343 -0.282 0.864
H 22.337 42.806 -5.110 0.081 -0.343 0.077
H 26.489 40.673 -9.510 -0.225 0.122 0.496
H 11.185 39.398 -8.022 0.082 0.636 0.076
H 23.686 40.728 -4.703 -0.318 0.724 -0.048
H 12.187 45.740 -19.083 0.489 0.640 -0.047
H 25.130 41.225 -5.648 0.117 -0.331 0.060
H 11.036 37.788 -7.210 0.123 -0.409 0.416
H 13.297 38.308 -13.081 -0.242 1.068 -0.478
H 9.801 31.345 -17.094 -0.381 0.468 -0.098
H 15.847 46.945 -9.906 0.118 -1.125 -0.497
H 17.134 31.575 -16.371 -0.516 -0.084 0.129
H 19.111 42.553 -13.511 -0.507 -0.057 -0.596
H 9.018 32.848 -17.464 0.331 -0.108 -0.026
H 16.658 41.548 -8.761 -0.364 0.149 0.062
H 27.562 42.753 -8.406 0.472 -0.052 0.667
H 8.809 41.923 -10.860 -0.259 -0.071 -0.101
H 20.679 42.322 -10.694 0.464 0.272 0.034
H 16.314 42.845 -11.749 0.692 -0.460 -0.001
H 11.656 40.883 -7.276 0.257 -0.412 0.289
H 24.741 43.386 -5.392 0.782 0.234 -0.358
H 14.682 31.588 -13.095 0.323 -0.863 0.006
H 15.109 41.260 -8.035 0.409 -0.285 0.181
H 16.126 45.758 -16.865 -0.067 -0.003 -0.153
H 25.839 37.354 -6.847 0.178 0.692 1.034
H 14.831 41.710 -13.984 0.061 -0.257 -0.169
H 14.749 37.646 -12.604 0.168 -0.130 0.610
H 15.906 47.213 -17.878 0.417 0.232 0.396
H 31.166 40.293 -12.128 1.108 -0.083 -0.791
H 30.503 41.563 -13.202 -0.159 -0.072 -0.135
H 16.547 48.164 -13.291 0.965 -0.502 -0.250
```
Forces are in eV/Å.